Entry 1:
A structure of composition C26H22F3N2O10S3 at a distorted geometry, computed with wB97M-V/def2-TZVPD.

Computed properties:
orbital gap = 6.5 eV
energy relative to the best compared isomer or geometry (same formula, charge and spin) = 102.62 kJ/mol
calculated total energy = -3359.9486 Eh
LUMO level = 0.03305 Ha
net charge = -1

Atoms and positions in Å:
C (-1.076, 0.354, 3.857)
C (-0.251, -0.862, 3.590)
C (0.782, -1.025, 4.697)
O (-1.074, -2.048, 3.645)
C (-1.695, -2.573, 2.559)
O (-2.408, -3.541, 2.714)
C (-1.280, -2.009, 1.193)
C (-1.695, -3.049, 0.125)
C (-3.196, -3.073, 0.083)
C (-3.842, -1.985, -0.514)
C (-5.131, -1.639, -0.143)
C (-5.807, -2.511, 0.730)
N (-6.871, -1.976, 1.512)
O (-7.500, -2.740, 2.277)
O (-7.128, -0.754, 1.424)
C (-5.288, -3.789, 1.032)
C (-3.987, -4.084, 0.674)
C (0.215, -1.898, 1.492)
O (1.049, -2.657, 1.101)
O (0.498, -0.858, 2.372)
H (-1.995, 0.356, 3.261)
H (-1.369, 0.329, 4.920)
H (-0.497, 1.267, 3.688)
H (1.400, -1.904, 4.468)
H (1.394, -0.119, 4.747)
H (0.247, -1.144, 5.641)
H (-1.218, -2.755, -0.818)
H (-1.263, -3.987, 0.470)
H (-3.310, -1.398, -1.260)
H (-5.593, -0.687, -0.419)
H (-5.891, -4.475, 1.621)
H (-3.560, -5.059, 0.918)
F (-3.320, 1.029, -0.934)
C (-2.018, 0.654, -0.767)
F (-1.625, -0.108, -1.816)
F (-1.258, 1.774, -0.745)
S (-1.918, -0.365, 0.931)
N (2.581, 1.069, -2.310)
S (2.245, 0.549, -3.795)
C (3.505, 1.638, -4.452)
C (3.212, 2.579, -5.440)
C (4.191, 3.528, -5.748)
C (5.437, 3.503, -5.114)
C (5.711, 2.526, -4.148)
C (4.734, 1.597, -3.801)
O (2.629, -0.816, -4.058)
O (0.985, 1.050, -4.272)
S (2.491, 0.063, -1.053)
C (2.236, 1.380, 0.137)
C (3.199, 2.371, 0.352)
C (2.863, 3.471, 1.150)
C (1.621, 3.526, 1.796)
C (0.692, 2.500, 1.607)
C (1.010, 1.424, 0.776)
O (1.289, -0.742, -1.048)
O (3.775, -0.519, -0.771)
H (2.215, 2.605, -5.880)
H (3.967, 4.290, -6.491)
H (6.206, 4.233, -5.374)
H (6.662, 2.498, -3.622)
H (4.893, 0.879, -2.998)
H (4.168, 2.291, -0.134)
H (3.584, 4.279, 1.282)
H (1.359, 4.373, 2.442)
H (-0.297, 2.534, 2.055)
H (0.308, 0.626, 0.591)

---

Entry 2:
An isolated molecule of C26H22F3N5OS, computed with wB97M-V/def2-TZVPD.

Computed properties:
orbital gap = 8.1 eV
calculated total energy = -2050.8622 Eh
LUMO level = -0.01127 Ha
SMILES string = Cc1ccccc1Cn1cc(NC(=O)CSc2nc3c(c(C(F)(F)F)n2)CCc2ccccc2-3)cn1

Atoms and positions in Å:
C (-3.709, -1.696, -0.272)
C (-4.405, -0.476, 0.256)
C (-5.599, -0.061, -0.324)
C (-6.270, 1.059, 0.130)
C (-5.752, 1.791, 1.184)
C (-4.570, 1.388, 1.774)
C (-3.893, 0.261, 1.325)
C (-2.589, -0.093, 1.998)
N (-1.565, 0.860, 1.643)
C (-1.237, 1.272, 0.402)
C (-0.202, 2.175, 0.557)
N (0.530, 2.845, -0.421)
C (0.490, 2.542, -1.737)
O (-0.360, 1.853, -2.256)
C (1.595, 3.171, -2.577)
S (3.180, 3.370, -1.701)
C (3.355, 1.790, -0.983)
N (2.494, 0.839, -1.302)
C (2.618, -0.334, -0.693)
C (3.622, -0.555, 0.278)
C (4.476, 0.517, 0.495)
C (5.619, 0.438, 1.481)
F (6.281, 1.582, 1.606)
F (6.522, -0.499, 1.127)
F (5.196, 0.094, 2.713)
N (4.358, 1.680, -0.127)
C (3.676, -1.861, 1.003)
C (3.300, -2.999, 0.056)
C (1.998, -2.718, -0.634)
C (1.112, -3.738, -0.941)
C (-0.060, -3.475, -1.631)
C (-0.353, -2.182, -2.034)
C (0.517, -1.151, -1.734)
C (1.690, -1.407, -1.027)
C (0.017, 2.235, 1.943)
N (-0.821, 1.434, 2.575)
H (-2.676, -1.478, -0.539)
H (-3.706, -2.491, 0.474)
H (-4.220, -2.067, -1.156)
H (-6.006, -0.627, -1.150)
H (-7.194, 1.360, -0.340)
H (-6.267, 2.669, 1.544)
H (-4.155, 1.954, 2.597)
H (-2.259, -1.100, 1.727)
H (-2.690, -0.039, 3.085)
H (-1.736, 0.931, -0.479)
H (1.271, 3.445, -0.083)
H (1.745, 2.552, -3.461)
H (1.308, 4.176, -2.888)
H (4.663, -2.040, 1.427)
H (2.959, -1.820, 1.831)
H (3.243, -3.939, 0.606)
H (4.082, -3.106, -0.704)
H (1.345, -4.749, -0.640)
H (-0.741, -4.282, -1.860)
H (-1.254, -1.976, -2.590)
H (0.292, -0.142, -2.039)
H (0.735, 2.818, 2.485)